Entry 1:
Formula: C18H21CoN2O3S2
Source: OMol25
Level of theory: ωB97M-V with the def2-TZVPD basis set

Each line ends with the Mulliken spin population.
Atoms and positions in Å:
Co (0.3705, -1.7370, -0.4719)  1.127
C (-2.2149, -1.3770, -3.5207)  -0.001
C (-1.2288, -2.2566, -2.8154)  0.003
C (0.1486, -2.0593, -3.0000)  0.024
C (1.0972, -2.8421, -2.3413)  -0.025
C (0.6679, -3.7948, -1.4023)  -0.042
C (-0.7047, -3.9906, -1.2167)  0.050
C (-1.6373, -3.2526, -1.9353)  -0.040
H (-3.2388, -1.6706, -3.3001)  0.000
H (-2.0664, -1.4188, -4.6007)  0.000
H (-2.0758, -0.3422, -3.2022)  0.000
H (0.4830, -1.2931, -3.6887)  -0.001
H (2.1470, -2.7091, -2.5486)  -0.001
H (1.3812, -4.4157, -0.8771)  0.000
H (-1.0404, -4.7325, -0.5041)  0.001
H (-2.6932, -3.4106, -1.7633)  -0.001
C (5.4217, -0.8786, -0.7721)  -0.001
N (4.5167, -0.0219, -0.0049)  0.001
C (4.8234, 1.2524, 0.4425)  0.000
C (3.7513, 1.7002, 1.1255)  0.000
N (2.8230, 0.6827, 1.1063)  0.002
C (3.2811, -0.3582, 0.4011)  0.003
S (2.5839, -1.9193, 0.1430)  -0.081
H (6.2896, -0.2824, -1.0365)  0.000
H (4.9194, -1.2205, -1.6727)  0.000
H (5.7284, -1.7353, -0.1776)  0.001
H (5.7717, 1.7128, 0.2331)  0.000
H (3.5776, 2.6318, 1.6316)  0.000
H (1.8553, 0.7268, 1.4054)  0.000
C (-3.8145, 4.0144, 3.8046)  0.000
C (-3.1464, 3.0784, 2.8363)  -0.001
C (-2.1103, 3.5250, 2.0153)  0.001
C (-1.4979, 2.6813, 1.1084)  0.001
C (-1.9363, 1.3626, 1.0286)  -0.002
C (-2.9609, 0.8857, 1.8349)  0.000
C (-3.5644, 1.7560, 2.7276)  0.000
S (-1.1042, 0.2713, -0.0250)  0.000
O (-1.7699, -1.0349, -0.0875)  0.005
O (-0.9207, 0.9246, -1.2927)  -0.003
O (0.2344, -0.0827, 0.6178)  -0.022
H (-3.1661, 4.8503, 4.0619)  0.000
H (-4.0938, 3.4998, 4.7231)  0.000
H (-4.7267, 4.4238, 3.3659)  0.000
H (-1.7877, 4.5568, 2.0822)  0.000
H (-0.7172, 3.0439, 0.4529)  0.000
H (-3.2826, -0.1435, 1.7552)  0.000
H (-4.3729, 1.3992, 3.3541)  0.000

Output
Energy above the lowest of the compared OMol25 structures with the same formula, charge and spin, kJ/mol: 14.7
Orbital gap (spin up / spin down), eV: 7.37 / 8.74
Multiplicity: 2
Charge: +1
⟨S²⟩: 1.1792



Entry 2:
Formula: C18H21FN4OS
Source: OMol25
Level of theory: ωB97M-V with the def2-TZVPD basis set

Each line ends with the natural charge from an NBO analysis.
Atoms and positions in Å:
C (-1.6775, -5.1588, -4.1075)  -0.243
O (-2.7433, -4.8017, -3.2730)  -0.539
C (-2.7504, -3.4285, -2.8322)  -0.068
C (-2.3893, -3.4222, -1.3572)  -0.218
N (-2.2568, -1.9917, -0.8874)  -0.344
C (-3.3425, -1.3611, -0.3737)  0.139
C (-4.8041, -1.6918, -0.5407)  -0.645
C (-2.9028, -0.2235, 0.3551)  -0.296
C (-1.4384, -0.1789, 0.2461)  -0.146
C (-0.4936, 0.6303, 1.0745)  0.222
N (0.5070, 1.1147, 0.3512)  -0.244
N (1.3724, 2.0592, 0.8698)  -0.364
C (1.0721, 2.9454, 1.7661)  0.260
N (1.9917, 3.8852, 2.2986)  -0.598
C (3.3269, 3.9293, 2.0478)  0.093
C (3.6815, 3.8595, 0.7258)  -0.223
C (4.9745, 4.1082, 0.3709)  -0.186
C (5.9882, 4.3010, 1.3819)  -0.232
C (5.6586, 4.2566, 2.7366)  -0.276
C (4.2862, 4.1415, 3.0905)  0.359
F (3.8423, 4.2107, 4.3799)  -0.329
S (-0.4990, 2.9569, 2.5822)  0.210
C (-0.7013, 1.0803, 2.4990)  -0.558
C (-1.1295, -1.2910, -0.5880)  0.188
C (0.2999, -1.8020, -0.9456)  -0.653
H (-1.3298, -6.1902, -3.9555)  0.183
H (-2.1091, -5.1170, -5.0348)  0.176
H (-0.8033, -4.5886, -4.0097)  0.169
H (-2.1515, -2.7825, -3.4016)  0.184
H (-3.6896, -2.9047, -2.8330)  0.178
H (-2.9865, -3.9784, -0.7048)  0.217
H (-1.4180, -3.8795, -1.2069)  0.208
H (-5.3679, -0.7884, -0.5751)  0.233
H (-5.2593, -2.1453, 0.3834)  0.223
H (-4.8597, -2.2995, -1.4629)  0.211
H (-3.5795, 0.4570, 0.8115)  0.212
H (1.6802, 4.3170, 3.1297)  0.409
H (2.9342, 3.6354, 0.0264)  0.245
H (5.3652, 4.0398, -0.6775)  0.218
H (7.0871, 4.2722, 1.0735)  0.223
H (6.3580, 4.3372, 3.6299)  0.236
H (-0.0943, 0.5027, 3.2387)  0.243
H (-1.7053, 0.7930, 2.6838)  0.246
H (1.0326, -1.4299, -0.1500)  0.248
H (0.6325, -1.4303, -1.9394)  0.229
H (0.3911, -2.9480, -0.8962)  0.203

Output
Energy above the lowest of the compared OMol25 structures with the same formula, charge and spin, kJ/mol: 409.4
Orbital gap, eV: 7.85
SMILES string: COCCn1c(C)cc(C2=NN=C(Nc3ccccc3F)SC2)c1C



Entry 3:
Formula: C18H21IrN14S
Source: OMol25
Level of theory: ωB97M-V with the def2-TZVPD basis set

Each line ends with the natural charge from an NBO analysis.
Atoms and positions in Å:
Ir (-0.3464, 0.1446, -0.0366)  1.041
C (-2.5130, -1.3785, -2.3187)  -0.672
C (-2.7178, -1.8140, -0.9065)  0.321
C (-3.7360, -2.7768, -0.6991)  -0.271
C (-4.0553, -3.1959, 0.5489)  -0.071
C (-3.3457, -2.6741, 1.6491)  -0.115
C (-3.6432, -3.0693, 2.9696)  -0.194
C (-2.9336, -2.5454, 4.0137)  -0.193
C (-1.9022, -1.6326, 3.7649)  -0.183
C (-1.5771, -1.2442, 2.4835)  -0.209
S (-0.2741, -0.1380, 2.1992)  -0.083
C (-2.3184, -1.7451, 1.3903)  0.213
N (-2.0044, -1.3164, 0.1014)  -0.509
H (-3.2646, -1.8365, -2.9554)  0.225
H (-1.5275, -1.6662, -2.6810)  0.268
H (-2.5962, -0.2984, -2.4142)  0.241
H (-4.2660, -3.1463, -1.5643)  0.228
H (-4.8478, -3.9155, 0.7140)  0.223
H (-4.4367, -3.7872, 3.1314)  0.218
H (-3.1590, -2.8318, 5.0320)  0.223
H (-1.3376, -1.2185, 4.5907)  0.226
N (-1.6169, 2.3920, -2.3266)  -0.596
C (-0.9334, 1.3219, -2.8422)  0.450
N (-0.8319, 1.0412, -4.1267)  -0.366
N (-0.0678, -0.0698, -4.1604)  -0.072
N (0.2639, -0.4340, -2.9780)  -0.155
N (-0.2731, 0.4454, -2.0927)  -0.475
C (-1.7097, 2.6679, -0.9838)  0.448
N (-2.3384, 3.7144, -0.4985)  -0.359
N (-2.2023, 3.6026, 0.8394)  -0.061
N (-1.5388, 2.5647, 1.1638)  -0.107
N (-1.1863, 1.9291, 0.0023)  -0.354
H (-2.1021, 3.0011, -2.9629)  0.438
C (2.5148, -0.5967, 0.4482)  -0.098
N (1.7549, 0.6238, -0.0073)  -0.446
C (2.0545, 1.7377, 0.9671)  -0.077
N (3.4737, 1.9981, 1.0622)  -0.455
C (4.1491, 0.7696, 1.4836)  -0.080
N (3.9324, -0.3275, 0.5319)  -0.454
C (4.4334, 0.0985, -0.7768)  -0.079
N (3.7629, 1.3135, -1.2325)  -0.453
C (2.3477, 1.0456, -1.3341)  -0.086
C (3.9831, 2.3762, -0.2552)  -0.077
H (2.3178, -1.3972, -0.2701)  0.215
H (2.1341, -0.8817, 1.4258)  0.233
H (1.6811, 1.4442, 1.9463)  0.224
H (1.5183, 2.6243, 0.6287)  0.223
H (3.7815, 0.4715, 2.4668)  0.207
H (5.2201, 0.9641, 1.5503)  0.205
H (4.2631, -0.6982, -1.5028)  0.208
H (5.5052, 0.2847, -0.7020)  0.205
H (2.1681, 0.2522, -2.0522)  0.242
H (1.8196, 1.9433, -1.6546)  0.214
H (3.4727, 3.2809, -0.5897)  0.206
H (5.0514, 2.5826, -0.1803)  0.204

Output
Orbital gap (spin up / spin down), eV: 6.62 / 6.62



What did the first record say?
Formula: C18H21CoN2O3S2
Source: OMol25
Level of theory: ωB97M-V with the def2-TZVPD basis set

Each line ends with the Mulliken spin population.
Atoms and positions in Å:
Co (0.3705, -1.7370, -0.4719)  1.127
C (-2.2149, -1.3770, -3.5207)  -0.001
C (-1.2288, -2.2566, -2.8154)  0.003
C (0.1486, -2.0593, -3.0000)  0.024
C (1.0972, -2.8421, -2.3413)  -0.025
C (0.6679, -3.7948, -1.4023)  -0.042
C (-0.7047, -3.9906, -1.2167)  0.050
C (-1.6373, -3.2526, -1.9353)  -0.040
H (-3.2388, -1.6706, -3.3001)  0.000
H (-2.0664, -1.4188, -4.6007)  0.000
H (-2.0758, -0.3422, -3.2022)  0.000
H (0.4830, -1.2931, -3.6887)  -0.001
H (2.1470, -2.7091, -2.5486)  -0.001
H (1.3812, -4.4157, -0.8771)  0.000
H (-1.0404, -4.7325, -0.5041)  0.001
H (-2.6932, -3.4106, -1.7633)  -0.001
C (5.4217, -0.8786, -0.7721)  -0.001
N (4.5167, -0.0219, -0.0049)  0.001
C (4.8234, 1.2524, 0.4425)  0.000
C (3.7513, 1.7002, 1.1255)  0.000
N (2.8230, 0.6827, 1.1063)  0.002
C (3.2811, -0.3582, 0.4011)  0.003
S (2.5839, -1.9193, 0.1430)  -0.081
H (6.2896, -0.2824, -1.0365)  0.000
H (4.9194, -1.2205, -1.6727)  0.000
H (5.7284, -1.7353, -0.1776)  0.001
H (5.7717, 1.7128, 0.2331)  0.000
H (3.5776, 2.6318, 1.6316)  0.000
H (1.8553, 0.7268, 1.4054)  0.000
C (-3.8145, 4.0144, 3.8046)  0.000
C (-3.1464, 3.0784, 2.8363)  -0.001
C (-2.1103, 3.5250, 2.0153)  0.001
C (-1.4979, 2.6813, 1.1084)  0.001
C (-1.9363, 1.3626, 1.0286)  -0.002
C (-2.9609, 0.8857, 1.8349)  0.000
C (-3.5644, 1.7560, 2.7276)  0.000
S (-1.1042, 0.2713, -0.0250)  0.000
O (-1.7699, -1.0349, -0.0875)  0.005
O (-0.9207, 0.9246, -1.2927)  -0.003
O (0.2344, -0.0827, 0.6178)  -0.022
H (-3.1661, 4.8503, 4.0619)  0.000
H (-4.0938, 3.4998, 4.7231)  0.000
H (-4.7267, 4.4238, 3.3659)  0.000
H (-1.7877, 4.5568, 2.0822)  0.000
H (-0.7172, 3.0439, 0.4529)  0.000
H (-3.2826, -0.1435, 1.7552)  0.000
H (-4.3729, 1.3992, 3.3541)  0.000

Output
Energy above the lowest of the compared OMol25 structures with the same formula, charge and spin, kJ/mol: 14.7
Orbital gap (spin up / spin down), eV: 7.37 / 8.74
Multiplicity: 2
Charge: +1
⟨S²⟩: 1.1792